No. 1
H8N6 | the ωB97M-V functional and the def2-TZVPD basis

Positions of all 14 atoms, in Å:
N: -0.2069 -1.9172 -1.3272
N: 1.8372 1.3950 0.6131
N: -1.4246 0.0540 0.8322
N: -0.1994 -0.5678 -1.3388
N: 0.4387 1.3722 0.4937
N: -0.0863 0.1139 0.4831
H: -0.9482 -2.3628 -0.7885
H: 0.7095 -2.2738 -1.0862
H: 2.0633 0.9746 1.5130
H: 2.2762 0.8269 -0.1133
H: -1.5311 -0.3149 1.7719
H: -1.9180 0.9387 0.7296
H: -1.1451 -0.2336 -1.5244
H: 0.1348 1.9949 -0.2581

Atoms 1-3, force components in eV/Å:
N -0.188 -0.294 0.121
N 0.188 -0.034 -0.124
N -0.540 0.070 0.224

Summary:
E_HOMO = -7.4 eV
HOMO-LUMO gap = 8.56 eV
E = -9065.2000 eV

***

No. 2
C6H9N | the ωB97M-V functional and the def2-TZVPD basis

Positions of all 16 atoms, in Å:
C: 0.3105 -1.9171 -1.2748
C: 0.5551 -0.3624 -1.3241
C: 0.0440 0.3219 -0.0847
C: -1.2008 0.2001 0.6003
C: -1.2332 1.1645 1.5831
N: 0.0436 1.6343 1.7331
C: 0.8149 1.1852 0.6911
H: 1.0077 -2.3909 -1.9644
H: -0.7015 -2.2117 -1.5442
H: 0.6180 -2.1956 -0.2627
H: 0.0451 -0.0103 -2.2166
H: 1.6357 -0.2465 -1.4074
H: -1.9580 -0.5492 0.4309
H: -2.0905 1.5036 2.1399
H: 0.2946 2.3355 2.4020
H: 1.8149 1.5386 0.4985

Atoms 1-3, force components in eV/Å:
C 0.941 1.112 0.235
C -0.772 -1.543 0.345
C 1.185 0.230 0.944

Summary:
E_HOMO = -8.0 eV
HOMO-LUMO gap = 9.07 eV
E = -7857.5042 eV
Structure (SMILES) = CCc1cc[nH]c1

***

No. 3
C56H103Br3Cl26O14P | the ωB97M-V functional and the def2-TZVPD basis

Positions of all 203 atoms, in Å:
C: 11.1282 -5.5863 7.2294
C: 10.0473 -5.8133 8.2963
C: 10.6796 -6.3579 9.5686
C: 9.7824 -6.0491 10.7919
P: 10.4568 -6.5665 12.3513
C: 11.0779 -8.2940 12.3154
C: 12.1056 -8.6866 13.4457
C: 12.8663 -9.9938 13.0496
C: 13.5949 -10.6595 14.2840
C: 11.9775 -5.5852 12.6786
C: 11.8368 -4.0656 12.3234
C: 13.0173 -3.0582 12.6941
C: 14.2994 -3.4861 12.0330
C: 9.2913 -6.2894 13.6969
C: 9.6770 -5.3868 14.9109
C: 8.5587 -5.3004 15.9711
C: 8.2704 -6.5953 16.7023
H: 10.6895 -5.1769 6.3194
H: 11.6208 -6.5236 6.9708
H: 11.9145 -4.8520 7.4047
H: 9.2130 -6.3868 7.8924
H: 9.6250 -4.8116 8.3758
H: 11.6862 -5.9674 9.7180
H: 10.7756 -7.4404 9.4837
H: 8.7810 -6.4661 10.6852
H: 9.6474 -4.9972 11.0437
H: 11.5109 -8.3870 11.3194
H: 10.1716 -8.8974 12.3669
H: 11.7330 -8.8591 14.4554
H: 12.8428 -7.8951 13.5803
H: 13.6321 -9.7559 12.3113
H: 12.2125 -10.7068 12.5472
H: 12.9407 -11.1278 15.0194
H: 14.1533 -9.9252 14.8645
H: 14.3798 -11.3731 14.0334
H: 12.7805 -5.9070 12.0155
H: 12.1902 -5.8701 13.7090
H: 10.9764 -3.6870 12.8751
H: 11.5554 -3.9361 11.2783
H: 13.1719 -3.0505 13.7731
H: 12.6438 -2.0503 12.5132
H: 14.9880 -2.7194 12.3883
H: 14.2119 -3.4370 10.9477
H: 14.6650 -4.4594 12.3604
H: 9.2028 -7.2773 14.1488
H: 8.3477 -6.0437 13.2098
H: 10.0847 -4.4065 14.6643
H: 10.5099 -5.9208 15.3685
H: 7.6156 -4.9839 15.5254
H: 8.9035 -4.6069 16.7380
H: 7.9559 -7.3945 16.0313
H: 7.5756 -6.4246 17.5246
H: 9.1418 -6.9063 17.2786
O: 7.5711 -8.3084 11.8787
C: 6.3255 -8.7892 12.3109
C: 5.3941 -7.9067 13.2937
O: 4.1252 -8.4092 13.6893
H: 6.5216 -9.7913 12.6924
H: 5.7266 -8.9011 11.4072
H: 5.2821 -6.8879 12.9226
H: 5.8721 -7.7843 14.2657
O: 8.5734 -2.0420 7.3841
C: 9.3065 -1.6712 6.4625
O: 9.5246 -0.3296 6.2732
C: 10.5777 -0.1226 5.3440
C: 10.7753 -1.4672 4.5944
C: 10.0461 -2.5187 5.4248
H: 11.4589 0.3641 5.7622
H: 10.2676 0.6015 4.5906
H: 11.8041 -1.5269 4.2390
H: 10.2064 -1.3348 3.6741
H: 10.7416 -3.1752 5.9477
H: 9.3529 -3.1252 4.8419
O: 12.2742 -2.5248 20.1258
C: 12.1435 -2.3246 18.9469
O: 11.7752 -3.2289 18.0814
C: 11.8314 -2.7917 16.7323
C: 11.7478 -1.2822 16.8793
C: 12.3037 -0.9524 18.2692
H: 10.9403 -3.1978 16.2537
H: 12.6938 -3.1852 16.1941
H: 10.6992 -1.0278 16.7253
H: 12.3037 -0.8343 16.0556
H: 11.8707 -0.1628 18.8832
H: 13.3598 -0.6851 18.3076
O: 13.9695 -7.4427 10.6671
C: 14.3772 -7.2390 9.5196
O: 14.3143 -6.0865 8.8511
C: 14.7520 -6.2175 7.5106
C: 15.5595 -7.4926 7.5068
C: 15.0227 -8.3069 8.6914
H: 15.4072 -5.3794 7.2730
H: 13.9662 -6.1943 6.7555
H: 16.6402 -7.3590 7.5549
H: 15.4921 -7.9889 6.5387
H: 15.7868 -8.8642 9.2333
H: 14.3941 -9.1253 8.3406
O: 17.6190 1.7425 13.1464
C: 16.5705 1.2001 12.8374
O: 15.7073 0.7637 13.7661
C: 14.4125 0.3633 13.1719
C: 14.7005 0.3790 11.6585
C: 15.9350 1.1718 11.4661
H: 13.6624 1.1258 13.3821
H: 13.9686 -0.5988 13.4276
H: 13.8921 0.8926 11.1381
H: 14.8652 -0.5458 11.1055
H: 15.7239 2.2318 11.3252
H: 16.5082 0.9779 10.5594
O: 12.9804 -17.3838 13.5992
C: 12.8612 -16.2235 13.9346
O: 11.6926 -15.6167 14.1783
C: 12.0073 -14.2905 14.6017
C: 13.3073 -14.3321 15.2131
C: 13.9585 -15.2339 14.2097
H: 11.2252 -13.9429 15.2767
H: 12.0529 -13.6418 13.7270
H: 13.2542 -14.7709 16.2094
H: 13.8224 -13.3717 15.2328
H: 14.8908 -15.6525 14.5887
H: 14.0733 -14.6856 13.2746
O: 14.1507 -7.0568 3.8619
C: 13.6715 -6.1773 3.1767
O: 13.8524 -5.8771 1.8783
C: 13.0886 -4.7069 1.4796
C: 12.5771 -4.0399 2.7692
C: 12.6154 -5.1941 3.7304
H: 12.3226 -4.8269 0.7135
H: 13.7098 -4.0486 0.8723
H: 11.6254 -3.5085 2.7740
H: 13.3247 -3.3392 3.1412
H: 11.7613 -5.8698 3.7769
H: 12.9274 -4.9474 4.7453
C: 6.5483 -4.7655 10.3585
Cl: 4.9634 -4.0757 10.0933
Cl: 7.5119 -3.6186 11.3367
H: 6.4298 -5.6965 10.9130
H: 7.2096 -4.9963 9.5234
C: 9.5692 -11.3597 10.4812
Cl: 10.4653 -12.4898 11.4640
Cl: 10.6231 -10.5350 9.3072
H: 8.7337 -11.8566 9.9881
H: 9.0776 -10.6146 11.1066
C: 7.6415 -10.2863 15.9002
Cl: 7.1920 -9.9570 17.5731
Cl: 9.4013 -10.5628 15.7532
H: 7.0667 -11.1554 15.5800
H: 7.3439 -9.4219 15.3066
C: 11.2532 -0.6360 9.3692
Cl: 12.5339 0.3573 8.6106
Cl: 11.6645 -2.4012 9.2298
H: 10.9484 -0.3180 10.3662
H: 10.3364 -0.4725 8.8028
C: 8.7769 -0.7149 14.2674
Cl: 10.5314 -0.6789 13.6781
Cl: 8.5750 -1.8937 15.5467
H: 8.5644 0.3077 14.5792
H: 8.1998 -0.9792 13.3814
C: 12.8829 -6.3125 17.5818
Cl: 12.6122 -7.9603 17.0894
Cl: 14.0009 -5.3834 16.6549
H: 11.8834 -5.8799 17.5368
H: 13.1837 -6.2832 18.6291
C: 15.7812 -2.8025 6.0033
Cl: 14.0590 -3.0294 6.3909
Cl: 16.1835 -3.3743 4.3042
H: 15.9988 -1.7389 6.1006
H: 16.3741 -3.3380 6.7448
C: 15.0207 -11.7630 10.5876
Cl: 15.4448 -13.3655 11.2311
Cl: 16.1383 -11.6152 9.1678
H: 13.9988 -11.7161 10.2114
H: 15.1540 -10.9715 11.3250
C: 7.9190 -6.8996 3.8209
Cl: 6.5356 -6.8559 2.7058
Cl: 8.0562 -5.5593 4.9897
H: 7.9685 -7.8962 4.2595
H: 8.7980 -6.8211 3.1810
C: 17.5601 -2.1739 11.0150
Cl: 16.4304 -2.2768 9.6924
Cl: 17.7674 -3.8029 11.8102
H: 18.5268 -1.8113 10.6655
H: 17.2512 -1.4563 11.7750
C: 8.9543 -4.3586 20.2537
Cl: 9.9382 -5.4635 19.3534
Cl: 8.8267 -4.9005 21.9657
H: 9.3173 -3.3334 20.1802
H: 7.9935 -4.4154 19.7423
C: 6.1017 -7.0902 19.8693
Cl: 4.9045 -5.9083 20.3002
Cl: 5.8369 -8.6738 20.7017
H: 5.9292 -7.1921 18.7979
H: 7.1216 -6.7836 20.1014
C: 6.7625 -8.2136 8.4920
Cl: 5.7290 -7.0273 7.6556
Cl: 7.4852 -9.3020 7.2650
H: 7.5161 -7.8070 9.1664
H: 6.1252 -8.9300 9.0104
C: 16.8326 -8.2707 12.6994
Br: 15.5829 -6.9782 13.6227
Br: 16.8598 -10.0793 13.5509
Br: 18.6717 -7.5576 12.5876
H: 16.4811 -8.3226 11.6689

Atoms 1-3, force components in eV/Å:
C -0.265 -0.501 -1.019
C 1.038 1.367 -0.798
C -1.100 0.259 0.683

Summary:
E_HOMO = -1.9 eV
HOMO-LUMO gap = 2.33 eV
Charge = -1
E = -633403.8088 eV

***

No. 4
C23H25N3O5S | the ωB97M-V functional and the def2-TZVPD basis

Positions of all 57 atoms, in Å:
C: -2.2671 -5.0202 -2.9524
C: -1.8520 -3.8212 -2.1154
O: -1.8504 -2.6844 -2.9704
C: -1.4114 -1.5032 -2.5005
C: -1.0081 -1.2714 -1.1848
C: -0.5220 -0.0277 -0.8266
C: -0.4719 0.9939 -1.7533
S: 0.1545 2.5830 -1.2254
O: 1.3214 2.3486 -0.4257
O: 0.2655 3.4584 -2.3520
N: -1.0685 3.1982 -0.2276
C: -2.2609 3.5284 -0.9720
C: -1.1785 2.4709 0.9716
C: -0.1397 2.5934 1.8894
C: -0.0353 1.7250 2.9581
C: -0.9779 0.7131 3.1215
O: -0.8564 -0.3341 3.9973
C: 0.3711 -0.5068 4.6702
C: 1.6238 -0.5197 3.7801
O: 2.7158 -0.2724 4.2425
N: 1.4126 -0.8378 2.4856
C: 2.4120 -0.5487 1.4736
C: 2.2111 -1.3425 0.2190
C: 2.5039 -0.7761 -1.0189
C: 2.3034 -1.5222 -2.1667
C: 1.7939 -2.8052 -2.0371
N: 1.4993 -3.3511 -0.8690
C: 1.7149 -2.6418 0.2262
C: -2.1057 0.6990 2.3021
C: -2.2077 1.5693 1.2351
C: -0.9041 0.7916 -3.0524
C: -1.3626 -0.4527 -3.4274
H: -1.5627 -5.1661 -3.7662
H: -2.2837 -5.9115 -2.3327
H: -3.2554 -4.8589 -3.3742
H: -2.5650 -3.6655 -1.2948
H: -0.8505 -3.9761 -1.6948
H: -1.0495 -2.0562 -0.4477
H: -0.1645 0.1581 0.1717
H: -2.9504 4.0647 -0.3219
H: -2.7620 2.6484 -1.3923
H: -1.9489 4.1764 -1.7883
H: 0.6179 3.3397 1.7222
H: 0.8027 1.8195 3.6303
H: 0.5226 0.2631 5.4374
H: 0.2860 -1.4741 5.1746
H: 0.4665 -0.9800 2.1654
H: 3.3875 -0.7674 1.9223
H: 2.3884 0.5207 1.2196
H: 2.8626 0.2410 -1.0727
H: 2.5219 -1.1126 -3.1401
H: 1.6064 -3.4258 -2.9038
H: 1.4726 -3.1387 1.1575
H: -2.8688 -0.0408 2.4852
H: -3.0658 1.5068 0.5850
H: -0.8527 1.6107 -3.7521
H: -1.6857 -0.6489 -4.4372

Atoms 1-3, force components in eV/Å:
C 0.084 0.439 0.147
C 0.005 -0.421 0.185
O -0.038 0.085 -0.249

Summary:
E_HOMO = -8.5 eV
HOMO-LUMO gap = 9.08 eV
E = -49799.4386 eV
Structure (SMILES) = CCOc1ccc(S(=O)(=O)N(C)c2ccc(OCC(=O)NCc3cccnc3)cc2)cc1

***

- Which of these has the lowest HOMO-LUMO gap?
  C56H103Br3Cl26O14P